The following is a quantum chemistry calculation of the molecule C5H11NO, from the OMol25 dataset.

Calculated values
- frontier orbital gap (eV) = 10.235
- energy (Eh) = -327.09039
- maximum force (eV/A) = 0.8
- energy above the lowest of the compared OMol25 structures with the same formula, charge and spin (kJ/mol) = 107.5

The geometry in ORCA input format:
```
! RIJCOSX wB97M-V def2-TZVPD def2/J DEFGRID3
* xyz 0 1
C 0.884 1.602 -0.261
C 0.802 0.088 -0.037
C 1.237 -0.319 1.388
N -0.596 -0.481 -0.359
C -1.643 0.166 -1.162
C -0.892 -1.754 0.038
O -0.175 -2.518 0.658
H 0.448 2.165 0.572
H 1.931 1.924 -0.345
H 0.385 1.899 -1.188
H 1.488 -0.396 -0.745
H 0.643 -1.196 1.637
H 2.268 -0.688 1.427
H 1.108 0.476 2.132
H -2.040 1.071 -0.694
H -1.336 0.402 -2.189
H -2.493 -0.528 -1.257
H -1.909 -2.084 -0.246
*
```

Löwdin population analysis, charges in e, atoms 1 to 5:
1. C -0.070
2. C -0.323
3. C -0.057
4. N -0.086
5. C -0.068

The following is a quantum chemistry calculation of the molecule CHFS2 at a distorted geometry, from the OMol25 dataset.

Calculated values
- frontier orbital gap (eV) = 8.080
- energy (Eh) = -934.82662
- maximum force (eV/A) = 5.0
- energy above the lowest of the compared OMol25 structures with the same formula, charge and spin (kJ/mol) = 219.8

The geometry in ORCA input format:
```
! RIJCOSX wB97M-V def2-TZVPD def2/J DEFGRID3
* xyz 0 1
F 1.561 0.436 0.772
C 0.244 0.260 -0.016
S -0.642 -1.723 -0.251
S -1.581 0.212 0.551
H 0.418 0.815 -1.056
*
```

Löwdin charges, unit e, in atom order:
1. F -0.178
2. C -0.642
3. S 0.308
4. S 0.410
5. H 0.103

The following is a quantum chemistry calculation of the molecule C3H4OS at a distorted geometry, from the OMol25 dataset.

Calculated values
- frontier orbital gap (eV) = 9.533
- energy (Eh) = -590.02719
- maximum force (eV/A) = 6.0
- energy above the lowest of the compared OMol25 structures with the same formula, charge and spin (kJ/mol) = 255.9

The geometry in ORCA input format:
```
! RIJCOSX wB97M-V def2-TZVPD def2/J DEFGRID3
* xyz 0 1
C -0.428 0.421 0.026
C 0.621 1.307 0.031
C 0.228 -0.880 -0.212
O 3.071 -0.054 0.600
S 1.970 0.063 -0.415
H -1.477 0.463 0.226
H 0.787 2.287 -0.057
H 0.508 -1.527 0.642
H 0.015 -1.550 -1.042
*
```

Löwdin population analysis, charges in e, atoms 1 to 5:
1. C -0.177
2. C -0.164
3. C -0.277
4. O -0.570
5. S 0.918

The following is a quantum chemistry calculation of a cluster of 13 separate species, C42H117N19O17 in total at a distorted geometry, from the OMol25 dataset.

Calculated values
- frontier orbital gap (eV) = 8.151
- energy (Eh) = -3989.80811
- maximum force (eV/A) = 4.0
- energy above the lowest of the compared OMol25 structures with the same formula, charge and spin (kJ/mol) = 25.4

The geometry in ORCA input format:
```
! RIJCOSX wB97M-V def2-TZVPD def2/J DEFGRID3
* xyz 0 1
C 3.046 4.780 2.671
C 3.385 5.517 1.387
C 3.613 7.036 1.502
O 3.988 7.538 0.224
C 4.314 8.900 0.340
N 4.531 4.926 0.765
H 2.513 3.890 2.440
H 2.333 5.432 3.191
H 3.838 4.692 3.450
H 2.499 5.470 0.690
H 4.407 7.231 2.212
H 2.690 7.455 1.902
H 3.493 9.471 0.729
H 4.551 9.309 -0.670
H 5.220 8.873 0.986
H 5.057 5.490 0.080
H 4.323 3.985 0.419
C 0.775 4.013 -7.379
C 0.645 2.893 -6.283
C 2.049 2.488 -5.848
O 2.905 2.136 -6.930
C 2.772 0.812 -7.367
N -0.118 3.468 -5.208
H -0.203 4.374 -7.744
H 1.353 3.762 -8.260
H 1.149 4.887 -6.838
H 0.126 2.075 -6.740
H 2.064 1.729 -5.057
H 2.530 3.473 -5.531
H 1.918 0.685 -8.073
H 2.637 0.120 -6.532
H 3.710 0.598 -7.879
H 0.362 4.267 -4.819
H -0.352 2.796 -4.520
C 0.098 -4.124 3.883
C 0.466 -2.641 4.017
C 0.295 -2.190 5.477
O -1.019 -2.539 5.888
C -1.771 -1.580 6.591
N 1.848 -2.387 3.515
H -0.810 -4.510 4.344
H 0.922 -4.666 4.290
H -0.076 -4.406 2.822
H -0.163 -2.027 3.352
H 0.499 -1.185 5.745
H 1.059 -2.876 6.067
H -1.595 -0.591 6.131
H -1.486 -1.596 7.624
H -2.823 -1.763 6.503
H 2.481 -2.713 4.188
H 2.008 -1.396 3.424
C -9.268 -1.625 -2.795
O -9.198 -1.377 -1.409
C -9.719 -2.346 -0.554
C -8.712 -3.437 -0.381
N -7.497 -3.008 0.255
C -6.596 -4.203 0.473
C -5.637 -3.915 1.693
O -4.896 -2.712 1.378
C -4.282 -2.061 2.493
H -8.565 -2.319 -3.283
H -9.285 -0.650 -3.272
H -10.300 -1.899 -3.075
H -10.581 -2.725 -1.113
H -9.894 -1.829 0.358
H -8.548 -3.950 -1.323
H -9.113 -4.242 0.230
H -6.902 -2.438 -0.360
H -5.977 -4.430 -0.387
H -7.135 -5.122 0.754
H -4.877 -4.728 1.840
H -6.194 -3.827 2.591
H -3.357 -2.562 2.802
H -4.924 -2.068 3.347
H -4.050 -1.066 2.165
C 6.513 4.690 5.994
O 5.308 4.780 6.702
C 5.354 3.959 7.858
C 5.326 2.500 7.476
N 4.317 2.170 6.461
C 3.096 1.649 7.088
C 2.182 1.249 6.010
O 1.410 2.338 5.604
C 0.610 2.085 4.418
H 7.385 4.983 6.545
H 6.416 5.375 5.152
H 6.755 3.768 5.539
H 4.467 4.171 8.491
H 6.225 4.208 8.426
H 5.132 1.941 8.376
H 6.349 2.222 7.175
H 4.069 2.964 5.954
H 2.516 2.330 7.781
H 3.367 0.693 7.585
H 1.532 0.413 6.391
H 2.857 0.860 5.176
H -0.316 1.526 4.621
H 1.301 1.627 3.671
H 0.340 3.070 4.071
C -2.968 -4.581 -5.155
O -2.218 -4.535 -3.911
C -2.953 -5.188 -2.839
C -2.482 -4.769 -1.477
N -1.111 -5.185 -1.301
C -0.569 -4.892 -0.011
C 0.881 -5.298 0.038
O 1.049 -6.692 -0.105
C 2.362 -7.182 -0.010
H -4.029 -4.306 -4.989
H -3.002 -5.661 -5.515
H -2.493 -3.873 -5.847
H -2.726 -6.255 -2.951
H -4.027 -5.031 -2.885
H -3.100 -5.168 -0.660
H -2.513 -3.639 -1.329
H -0.498 -4.772 -1.968
H -1.143 -5.466 0.674
H -0.668 -3.832 0.277
H 1.299 -4.881 0.926
H 1.372 -4.758 -0.747
H 2.770 -7.253 -1.036
H 2.420 -8.209 0.513
H 3.055 -6.527 0.504
C -2.227 -0.584 -0.750
O -0.918 -1.104 -0.471
C -0.445 -1.019 0.888
C 0.372 0.208 1.142
N 1.644 -0.047 0.486
C 2.666 1.096 0.816
C 3.725 1.082 -0.274
O 3.068 1.345 -1.544
C 4.027 1.501 -2.605
H -2.534 0.234 -0.162
H -2.988 -1.383 -0.668
H -2.216 -0.316 -1.825
H 0.189 -1.895 1.031
H -1.405 -1.179 1.479
H 0.570 0.311 2.204
H -0.158 1.088 0.814
H 1.394 0.146 -0.509
H 3.093 0.880 1.810
H 2.165 2.071 0.877
H 4.242 0.072 -0.348
H 4.497 1.889 -0.093
H 4.853 2.066 -2.194
H 3.437 2.063 -3.362
H 4.457 0.566 -3.040
C -2.988 2.501 -3.849
O -2.614 3.320 -3.020
N -3.874 1.474 -3.502
N -2.742 2.610 -5.255
H -4.063 1.242 -2.525
H -4.069 0.773 -4.250
H -3.271 2.226 -6.014
H -1.993 3.281 -5.366
C 5.594 -1.339 -4.480
O 6.471 -0.648 -5.028
N 5.632 -1.734 -3.179
N 4.349 -1.612 -5.145
H 4.962 -2.406 -2.891
H 6.571 -2.036 -2.905
H 3.529 -1.684 -4.532
H 4.159 -1.069 -5.975
C 3.417 -3.050 -0.696
O 4.129 -3.856 -1.307
N 3.634 -2.810 0.609
N 2.464 -2.360 -1.338
H 4.372 -3.394 0.986
H 3.203 -2.096 1.125
H 2.242 -2.720 -2.259
H 1.880 -1.757 -0.767
C -6.174 1.145 -0.323
O -4.975 1.311 -0.404
N -6.700 -0.015 0.227
N -6.954 2.102 -0.893
H -7.598 0.161 0.538
H -6.211 -0.466 0.968
H -6.541 2.886 -1.395
H -7.898 1.977 -1.087
C -0.171 3.442 -0.099
O 0.650 3.944 0.641
N 0.156 3.156 -1.371
N -1.506 3.227 0.171
H -0.566 3.112 -2.064
H 1.114 3.146 -1.704
H -1.979 3.668 0.947
H -2.120 3.045 -0.566
C 0.531 -1.100 -3.703
O 1.463 -1.373 -4.466
N -0.539 -1.936 -3.435
N 0.517 0.089 -2.864
H -0.884 -2.674 -4.073
H -1.233 -1.679 -2.738
H 1.403 0.484 -2.752
H -0.056 -0.053 -2.046
*
```

Löwdin population analysis, charges in e, atoms 1 to 5:
1. C -0.056
2. C -0.457
3. C -0.209
4. O -0.200
5. C -0.117

The following is a quantum chemistry calculation of the molecule C6H9N, from the OMol25 dataset.

Calculated values
- frontier orbital gap (eV) = 7.575
- energy (Eh) = -288.65761
- maximum force (eV/A) = 0.5
- energy above the lowest of the compared OMol25 structures with the same formula, charge and spin (kJ/mol) = 326.7

The geometry in ORCA input format:
```
! RIJCOSX wB97M-V def2-TZVPD def2/J DEFGRID3
* xyz 0 1
C -1.398 2.049 -0.117
C -0.485 0.949 0.315
C -0.613 0.184 1.537
C 0.466 -0.649 1.401
C 1.129 -0.614 0.054
C 0.500 -1.893 -0.584
N 0.520 0.581 -0.486
H -2.224 2.092 0.588
H -1.790 1.871 -1.124
H -0.884 3.015 -0.125
H 0.767 -1.459 2.067
H 2.223 -0.593 -0.023
H 1.207 -2.468 -1.178
H -0.345 -1.582 -1.199
H 0.095 -2.549 0.189
H 0.832 1.065 -1.315
*
```

Löwdin population analysis, charges in e, atoms 1 to 5:
1. C -0.036
2. C -0.332
3. C -0.059
4. C -0.145
5. C -0.330

The following is a quantum chemistry calculation of the molecule C19H31N3O3S at a distorted geometry, from the OMol25 dataset.

Calculated values
- frontier orbital gap (eV) = 8.134
- energy (Eh) = -1530.79108
- maximum force (eV/A) = 1.2
- energy above the lowest of the compared OMol25 structures with the same formula, charge and spin (kJ/mol) = 16.0

The geometry in ORCA input format:
```
! RIJCOSX wB97M-V def2-TZVPD def2/J DEFGRID3
* xyz 0 1
C 2.245 -3.418 4.828
C 1.954 -2.343 3.786
C 1.890 -2.908 2.380
S 1.540 -1.551 1.228
O 2.631 -0.621 1.287
O 0.220 -1.054 1.510
N 1.517 -2.388 -0.233
C 2.697 -2.233 -1.065
C 2.702 -0.924 -1.859
C 1.389 -0.737 -2.617
C 0.240 -0.841 -1.619
C -1.129 -0.559 -2.220
O -1.375 -0.557 -3.407
N -2.060 -0.344 -1.260
C -3.369 0.186 -1.561
C -3.310 1.720 -1.756
N -2.640 2.398 -0.672
C -3.335 2.377 0.599
C -3.143 3.696 1.344
C -1.243 2.429 -0.685
C -0.571 2.836 -1.844
C 0.806 2.899 -1.885
C 1.562 2.569 -0.771
C 0.914 2.181 0.387
C -0.467 2.113 0.435
C 0.283 -2.229 -0.973
H 2.284 -2.980 5.821
H 3.200 -3.897 4.626
H 1.469 -4.180 4.818
H 1.001 -1.858 4.004
H 2.730 -1.576 3.811
H 1.083 -3.624 2.256
H 2.833 -3.345 2.066
H 3.562 -2.271 -0.402
H 2.728 -3.092 -1.743
H 2.829 -0.099 -1.156
H 3.547 -0.927 -2.548
H 1.368 0.239 -3.102
H 1.273 -1.500 -3.390
H 0.409 -0.110 -0.821
H -1.733 -0.253 -0.309
H -4.046 -0.079 -0.747
H -3.715 -0.277 -2.488
H -4.328 2.111 -1.852
H -2.778 1.913 -2.686
H -3.027 1.537 1.240
H -4.399 2.249 0.384
H -3.494 4.521 0.729
H -2.094 3.863 1.571
H -3.707 3.685 2.274
H -1.133 3.119 -2.721
H 1.294 3.218 -2.795
H 2.640 2.618 -0.805
H 1.486 1.898 1.259
H -0.926 1.780 1.352
H -0.536 -2.364 -0.266
H 0.232 -3.012 -1.736
*
```

Löwdin population analysis, charges in e, atoms 1 to 5:
1. C -0.103
2. C -0.293
3. C -0.235
4. S 0.652
5. O -0.283